This record from the Open Molecules 2025 dataset describes a structure of composition C51H61AsAuN3P2S2Si2. The level of theory is ωB97M-V/def2-TZVPD.

The geometry in ORCA input format:
```
! wB97M-V def2-TZVPD RIJCOSX def2/J DEFGRID3
* xyz 2 1
Au 0.70 0.64 0.07
C 2.81 -0.97 2.07
C 1.53 -1.57 2.66
P 0.17 -0.33 2.71
C 0.70 0.80 4.03
C 0.01 2.01 4.15
C 0.33 2.93 5.14
C 1.36 2.65 6.03
C 2.05 1.45 5.93
C 1.72 0.53 4.94
C -1.17 -1.32 3.46
C -1.68 -2.38 2.70
C -2.73 -3.15 3.18
C -3.29 -2.87 4.42
C -2.78 -1.82 5.18
C -1.73 -1.05 4.70
P 2.62 -0.62 0.28
C 4.18 0.16 -0.19
C 5.02 -0.39 -1.15
C 6.20 0.25 -1.49
C 6.55 1.44 -0.87
C 5.70 2.00 0.08
C 4.52 1.37 0.41
C 2.63 -2.28 -0.45
C 1.75 -2.58 -1.48
C 1.72 -3.84 -2.06
C 2.58 -4.83 -1.59
C 3.47 -4.54 -0.56
C 3.50 -3.28 0.00
H 3.66 -1.64 2.21
H 3.08 -0.03 2.57
H 1.70 -1.98 3.65
H 1.20 -2.41 2.03
H -0.79 2.23 3.45
H -0.21 3.86 5.21
H 1.62 3.36 6.80
H 2.84 1.22 6.63
H 2.26 -0.41 4.91
H -1.22 -2.63 1.74
H -3.10 -3.98 2.59
H -4.10 -3.47 4.80
H -3.21 -1.61 6.15
H -1.35 -0.23 5.30
H 4.77 -1.33 -1.64
H 6.86 -0.18 -2.23
H 7.47 1.94 -1.13
H 5.97 2.93 0.57
H 3.85 1.82 1.14
H 1.09 -1.80 -1.86
H 1.03 -4.06 -2.86
H 2.56 -5.81 -2.03
H 4.15 -5.30 -0.21
H 4.21 -3.07 0.79
N -3.35 0.83 -1.48
C -2.77 -0.18 -0.86
S -1.39 -1.05 -1.53
N -3.20 -0.60 0.32
C -4.35 -0.12 1.02
C -4.23 0.11 2.38
C -5.34 0.56 3.09
C -6.55 0.78 2.45
C -6.66 0.53 1.09
C -5.57 0.07 0.37
H -2.86 1.23 -2.27
H -4.01 1.40 -0.98
H -2.63 -1.29 0.81
H -3.29 -0.06 2.88
H -5.25 0.73 4.16
H -7.41 1.12 3.01
H -7.61 0.66 0.59
H -5.68 -0.19 -0.68
C 0.64 1.21 -5.94
Si 1.15 0.17 -4.47
C 2.37 1.13 -3.43
C 1.78 -1.51 -4.94
As -0.97 0.28 -3.34
Si -2.66 -0.41 -4.91
C -1.99 -1.59 -6.19
C -3.19 1.22 -5.65
C -4.06 -1.24 -3.98
H 1.53 1.30 -6.56
H 0.34 2.21 -5.64
H -0.15 0.78 -6.55
H 3.33 1.17 -3.94
H 2.53 0.67 -2.45
H 2.03 2.15 -3.27
H 2.58 -1.39 -5.67
H 1.01 -2.13 -5.39
H 2.20 -2.03 -4.08
H -1.08 -1.25 -6.70
H -2.75 -1.76 -6.96
H -1.77 -2.56 -5.73
H -2.39 1.69 -6.22
H -3.51 1.92 -4.89
H -4.03 1.06 -6.33
H -3.73 -1.74 -3.07
H -4.49 -2.00 -4.63
H -4.85 -0.53 -3.73
N -0.76 2.13 -0.27
S -1.46 2.95 0.91
C -2.91 3.69 0.20
C -4.13 3.44 0.82
C -5.29 3.96 0.26
C -5.22 4.71 -0.91
C -3.99 4.95 -1.52
C -2.83 4.44 -0.97
C -0.48 4.41 1.28
C -1.05 5.43 2.02
C -0.27 6.52 2.38
C 1.07 6.57 2.00
C 1.63 5.53 1.26
C 0.85 4.44 0.90
H -0.60 2.68 -1.10
H -4.17 2.84 1.72
H -6.24 3.77 0.74
H -6.13 5.11 -1.34
H -3.95 5.55 -2.42
H -1.87 4.65 -1.43
H -2.10 5.40 2.31
H -0.70 7.33 2.95
H 1.68 7.42 2.28
H 2.66 5.57 0.96
H 1.28 3.62 0.33
*
```

## Properties
HOMO-LUMO gap (eV): 7.8

---

This record from the Open Molecules 2025 dataset describes a cluster of 6 separate species, C51H61BClF5IN3O3PS2 in total in a non-equilibrium geometry. The level of theory is ωB97M-V/def2-TZVPD.

The geometry in ORCA input format:
```
! wB97M-V def2-TZVPD RIJCOSX def2/J DEFGRID3
* xyz 1 1
C 8.14 2.59 1.04
C 7.67 1.34 0.29
P 6.23 1.85 -0.76
C 7.03 2.27 -2.36
C 5.19 0.29 -0.97
C 3.87 0.62 -0.22
Cl 3.99 0.38 1.54
C 2.92 -0.36 -0.82
C 1.70 -0.82 -0.15
C 0.78 0.31 0.40
C -0.60 0.31 -0.26
S -1.72 1.42 0.69
C -2.02 2.94 -0.17
S -3.50 3.24 -0.71
N -1.01 3.91 -0.25
C -0.87 4.79 -1.29
C 0.18 5.59 -0.97
N 0.71 5.20 0.23
C 0.00 4.20 0.65
N 3.33 -0.73 -1.99
C 2.61 -1.69 -2.83
C 2.57 -3.12 -2.25
C 1.16 -3.72 -2.40
I 0.92 -4.79 -4.22
C 4.59 0.01 -2.36
O 4.17 1.26 -2.80
C 3.41 1.28 -4.00
C 1.91 1.49 -3.68
C 1.26 2.29 -4.80
O 1.76 2.05 -2.40
B 5.72 -0.77 -3.25
C 5.62 -1.11 -4.78
O 6.84 -1.19 -2.57
H 8.33 3.41 0.35
H 9.07 2.36 1.55
H 7.40 2.88 1.78
H 7.40 0.54 0.97
H 8.45 1.04 -0.39
H 7.54 1.45 -2.87
H 6.26 2.66 -3.01
H 7.71 3.09 -2.18
H 5.53 -0.57 -0.42
H 3.52 1.63 -0.33
H 1.13 -1.46 -0.82
H 2.03 -1.44 0.68
H 0.63 0.17 1.46
H 1.18 1.31 0.29
H -1.04 -0.67 -0.22
H -0.57 0.68 -1.28
H -1.51 4.79 -2.15
H 0.55 6.41 -1.55
H 0.11 3.66 1.57
H 1.61 -1.34 -3.04
H 3.11 -1.73 -3.79
H 3.22 -3.73 -2.85
H 2.84 -3.16 -1.20
H 0.96 -4.40 -1.59
H 0.38 -2.97 -2.38
H 3.81 2.09 -4.60
H 3.49 0.37 -4.58
H 1.44 0.51 -3.61
H 1.26 3.35 -4.57
H 1.81 2.13 -5.72
H 0.25 1.94 -4.98
H 2.19 2.91 -2.38
H 4.63 -1.09 -5.21
H 6.31 -0.46 -5.32
H 6.01 -2.11 -4.90
H 7.57 -0.56 -2.64
F -8.66 -1.63 2.81
C -7.48 -1.08 2.46
C -7.43 0.26 2.14
C -6.22 0.81 1.77
C -5.07 0.03 1.72
C -5.15 -1.32 2.05
C -6.36 -1.88 2.42
H -8.34 0.85 2.17
H -6.16 1.87 1.52
H -4.13 0.46 1.43
H -4.26 -1.94 2.01
H -6.43 -2.93 2.68
F -6.71 -0.38 7.09
C -7.76 -1.23 7.06
C -8.46 -1.48 8.22
C -9.54 -2.35 8.18
C -9.90 -2.95 6.98
C -9.19 -2.69 5.82
C -8.11 -1.81 5.86
H -8.16 -1.00 9.15
H -10.10 -2.55 9.08
H -10.74 -3.63 6.95
H -9.46 -3.16 4.89
H -7.54 -1.59 4.97
F -5.98 -8.94 1.96
C -6.18 -7.88 2.76
C -5.17 -7.49 3.62
C -5.38 -6.39 4.44
C -6.59 -5.71 4.40
C -7.59 -6.12 3.53
C -7.39 -7.21 2.70
H -4.24 -8.04 3.64
H -4.60 -6.07 5.11
H -6.75 -4.85 5.05
H -8.53 -5.59 3.50
H -8.15 -7.54 2.01
F 8.19 5.20 -1.66
C 8.42 6.41 -1.09
C 9.59 6.60 -0.39
C 9.82 7.84 0.19
C 8.88 8.85 0.08
C 7.70 8.63 -0.62
C 7.47 7.40 -1.21
H 10.32 5.80 -0.32
H 10.74 8.01 0.73
H 9.06 9.81 0.54
H 6.96 9.41 -0.70
H 6.56 7.20 -1.77
F -2.29 -2.10 -1.04
C -3.45 -2.43 -1.68
C -4.59 -1.72 -1.38
C -5.77 -2.06 -2.04
C -5.78 -3.09 -2.96
C -4.62 -3.79 -3.23
C -3.43 -3.46 -2.59
H -4.56 -0.92 -0.65
H -6.67 -1.50 -1.82
H -6.70 -3.35 -3.46
H -4.63 -4.61 -3.95
H -2.51 -3.99 -2.80
*
```

## Properties
HOMO-LUMO gap (eV): 6.8

---

This record from the Open Molecules 2025 dataset describes a structure of composition C51H66CrN6Se. The level of theory is ωB97M-V/def2-TZVPD.

The geometry in ORCA input format:
```
! wB97M-V def2-TZVPD RIJCOSX def2/J DEFGRID3
* xyz 0 5
Cr -0.13 -0.51 0.38
C 2.89 -0.45 -4.92
C 2.47 -1.84 -4.42
C 2.18 -1.86 -2.95
C 2.98 -2.29 -1.93
C 4.38 -2.82 -2.01
C 5.41 -1.73 -1.69
C 2.25 -2.03 -0.70
N 1.06 -1.44 -0.98
C 0.98 -1.32 -2.33
C -0.11 -0.80 -3.02
C -1.22 -0.19 -2.45
C -2.37 0.30 -3.19
C -2.58 0.17 -4.66
C -2.00 1.35 -5.45
C -3.18 0.91 -2.28
C -2.53 0.78 -0.99
C -3.00 1.33 0.20
C -2.44 1.16 1.46
N -1.38 0.35 1.73
C -1.21 0.37 3.09
C -0.23 -0.33 3.78
C 0.76 -1.12 3.23
N 0.95 -1.33 1.90
C 2.08 -2.07 1.77
C 2.70 -2.37 0.57
C 2.62 -2.38 3.08
C 1.80 -1.80 3.99
C 1.97 -1.74 5.48
C 2.80 -0.52 5.92
C 3.84 -3.22 3.34
C 3.59 -4.71 3.12
C -2.20 1.23 3.70
C -2.97 1.72 2.68
C -4.14 2.65 2.78
C -5.48 1.91 2.93
C -2.32 1.54 5.16
C -1.41 2.70 5.60
N -1.35 0.11 -1.12
C -4.53 1.52 -2.52
C -5.67 0.58 -2.11
H 3.02 -0.44 -6.01
H 2.13 0.30 -4.67
H 3.83 -0.14 -4.46
H 1.60 -2.18 -4.97
H 3.27 -2.55 -4.64
H 4.50 -3.65 -1.31
H 4.56 -3.23 -3.00
H 5.24 -1.31 -0.70
H 6.43 -2.13 -1.72
H 5.34 -0.92 -2.41
H -0.08 -0.87 -4.10
H -2.13 -0.76 -5.02
H -3.65 0.08 -4.87
H -0.92 1.45 -5.26
H -2.15 1.23 -6.52
H -2.47 2.29 -5.14
H -3.89 1.94 0.13
H -0.24 -0.24 4.86
H 3.64 -2.91 0.62
H 0.99 -1.70 5.96
H 2.44 -2.66 5.83
H 2.32 0.40 5.58
H 2.91 -0.48 7.00
H 3.79 -0.56 5.47
H 4.66 -2.88 2.70
H 4.17 -3.06 4.37
H 3.25 -4.90 2.09
H 4.50 -5.30 3.29
H 2.81 -5.08 3.79
H -4.00 3.32 3.64
H -4.17 3.29 1.90
H -5.50 1.33 3.85
H -6.32 2.61 2.95
H -5.63 1.22 2.10
H -3.36 1.79 5.39
H -2.09 0.65 5.74
H -1.60 3.59 4.99
H -1.57 2.96 6.65
H -0.36 2.42 5.47
H -4.62 2.46 -1.96
H -4.63 1.78 -3.57
H -5.60 0.33 -1.05
H -6.65 1.04 -2.29
H -5.62 -0.35 -2.68
C 5.73 2.56 -0.32
C 5.03 3.84 -0.79
C 4.37 3.69 -2.16
C 3.13 2.80 -2.16
N 2.05 3.34 -1.36
C 1.65 2.89 -0.13
Se 2.25 1.39 0.73
N 0.62 3.68 0.26
C -0.15 3.48 1.49
C 0.59 3.95 2.74
C 0.88 5.45 2.77
C -0.37 6.31 2.98
C 0.36 4.65 -0.71
C -0.60 5.65 -0.80
C -0.60 6.43 -1.95
C 0.33 6.22 -2.97
C 1.28 5.21 -2.88
C 1.28 4.44 -1.73
H 6.24 2.73 0.63
H 6.49 2.25 -1.05
H 5.02 1.75 -0.18
H 5.75 4.66 -0.84
H 4.27 4.13 -0.05
H 5.09 3.25 -2.86
H 4.11 4.67 -2.55
H 3.35 1.80 -1.77
H 2.76 2.68 -3.18
H -0.39 2.43 1.57
H -1.09 4.03 1.37
H 1.52 3.38 2.81
H -0.02 3.67 3.61
H 1.38 5.75 1.84
H 1.59 5.65 3.57
H -1.05 6.26 2.13
H -0.11 7.36 3.12
H -0.92 5.98 3.87
H -1.33 5.81 -0.02
H -1.33 7.22 -2.05
H 0.30 6.84 -3.86
H 1.99 5.04 -3.68
*
```

## Properties
HOMO-LUMO gap (spin up / spin down) (eV): 6.0 / 5.6